Entry 1:
The following is a quantum chemistry calculation of 2 unconnected molecules or ions with the total composition C4H12N2O2 at a distorted geometry, from the Open Molecules 2025 dataset.

```
20
Properties=species:S:1:pos:R:3:forces:R:3:nbo_charge:R:1
O -0.031 2.982 0.829 -0.4 -0.6 -1.7 -0.486
C -0.455 2.259 -0.070 -0.1 0.0 2.1 0.501
N 0.176 1.121 -0.495 -3.4 -0.2 -2.7 -0.480
C -0.369 0.131 -1.538 2.7 2.1 3.7 -0.211
C -0.001 -1.223 -0.850 0.0 0.2 -1.5 -0.411
C -1.015 -1.754 0.198 -1.2 1.1 1.0 -0.266
N -0.324 -1.868 1.494 -2.2 0.1 -0.4 -0.483
H -1.476 2.315 -0.440 -0.2 0.5 -0.4 0.143
H 1.045 0.879 -0.196 3.1 -0.1 1.2 0.397
H -1.403 0.353 -1.505 -1.1 -0.2 -1.0 0.226
H 0.220 0.392 -2.457 -0.8 -0.9 0.5 0.275
H 1.014 -1.220 -0.390 -0.7 0.1 -0.7 0.237
H -0.026 -1.850 -1.718 0.4 -1.2 -0.2 0.246
H -1.337 -2.760 -0.123 0.3 0.3 0.2 0.263
H -1.988 -1.100 0.281 2.1 -1.0 0.0 0.240
H -0.743 -1.420 2.310 0.2 0.5 -0.4 0.411
H -0.102 -2.807 1.777 0.8 -0.5 -0.2 0.404
H 1.772 2.514 0.762 -1.0 -0.2 -0.3 0.495
H 2.575 1.072 1.012 -0.4 -1.6 -0.6 0.465
O 2.468 1.985 1.119 2.0 1.7 1.3 -0.966
```
Forces are in eV/Å.

Results
**<S²>**: 0.76
**Kohn-Sham gap (alpha / beta)**: 11.085 / 4.241 eV
**E_HOMO (alpha / beta)**: -14.3 / -13.7 eV
**Net charge**: +1
**Relative energy (zero: lowest compared OMol25 entry of this formula, charge and spin)**: 3.5716 eV
**2S+1**: 2
**Energy**: -11407.040 eV

=====

Entry 2:
The following is a quantum chemistry calculation of 2 unconnected molecules or ions with the total composition C4H12N2O3, from the Open Molecules 2025 dataset.

```
21
Properties=species:S:1:pos:R:3:forces:R:3:nbo_charge:R:1
C -0.656 1.870 -1.092 0.3 -0.2 -0.4 -0.490
C 0.832 1.998 -0.771 -0.1 0.0 0.1 -0.601
C -1.095 0.442 -0.846 -0.4 0.5 0.1 0.704
N -2.131 0.278 -0.008 -0.5 -0.1 0.3 -0.800
O -0.554 -0.508 -1.386 0.4 -0.3 -0.4 -0.670
H -2.486 1.046 0.538 0.1 -0.1 -0.1 0.393
H -2.357 -0.662 0.301 0.1 0.2 -0.1 0.414
H -1.241 2.564 -0.495 -0.1 0.1 0.0 0.200
H -0.811 2.094 -2.158 -0.1 -0.1 0.3 0.232
H 1.404 1.311 -1.389 0.0 0.0 0.0 0.222
H 1.176 3.013 -0.958 0.0 0.0 0.0 0.210
H 1.010 1.750 0.277 0.1 0.0 0.0 0.217
C 1.680 -1.912 0.583 0.0 0.3 -0.2 -0.459
N 0.470 -1.950 1.376 -0.3 -0.1 0.9 0.091
O -0.604 -2.378 0.612 -0.3 -0.1 -0.5 -0.606
O 0.199 -0.603 1.805 0.3 0.1 -0.4 -0.627
H -0.596 -1.910 -0.264 0.3 0.0 0.4 0.475
H -0.188 -0.699 2.683 0.1 -0.3 -0.1 0.473
H 2.482 -1.534 1.213 0.0 0.0 0.0 0.211
H 1.568 -1.277 -0.303 0.0 0.0 0.0 0.196
H 1.896 -2.933 0.280 0.0 0.0 0.0 0.215
```
Forces are in eV/Å.

Results
**Kohn-Sham gap**: 9.734 eV
**E_HOMO**: -9.0 eV
**Relative energy (zero: lowest compared OMol25 entry of this formula, charge and spin)**: 3.0084 eV
**2S+1**: 1
**Energy**: -13463.293 eV

=====

Entry 3:
The following is a quantum chemistry calculation of a single C4H12N2OS molecule at a distorted geometry, from the Open Molecules 2025 dataset.

```
20
Properties=species:S:1:pos:R:3:forces:R:3:nbo_charge:R:1
C -0.986 -2.214 -0.346 0.8 -0.7 3.8 -0.609
C -0.767 2.341 -0.300 -3.1 -0.8 0.3 -0.623
C -0.338 -1.278 0.799 1.1 -1.5 -0.6 -0.291
C -0.882 1.290 0.760 -1.4 -3.8 -1.6 -0.271
N 2.113 -0.159 -1.324 -0.3 -1.6 -0.2 -1.075
N -0.137 0.065 0.311 -4.1 -2.4 1.3 -0.328
O 2.363 -0.056 1.171 0.2 -2.0 2.5 -0.928
S 1.656 0.619 0.108 6.1 5.3 -3.1 1.177
H -1.962 -2.554 0.020 -0.2 0.7 -1.0 0.217
H -0.802 -1.689 -1.219 -0.6 0.7 -2.1 0.224
H -0.404 -3.137 -0.343 0.2 0.1 -0.3 0.213
H -1.692 2.481 -0.876 -0.2 -0.4 0.4 0.210
H -0.679 3.234 0.194 1.2 2.5 0.6 0.223
H -0.114 2.042 -1.030 2.3 0.0 -1.5 0.223
H -0.876 -1.334 1.718 -0.8 0.1 0.7 0.189
H 0.685 -1.777 1.047 -1.5 1.3 -0.6 0.236
H -0.525 1.502 1.729 0.4 0.7 1.2 0.225
H -1.917 0.888 0.820 0.3 0.6 0.5 0.215
H 2.333 0.518 -2.016 0.2 0.7 -0.6 0.380
H 2.930 -0.781 -1.224 -0.6 0.5 0.4 0.394
```
Forces are in eV/Å.

Results
**<S²>**: 2.01
**Kohn-Sham gap (alpha / beta)**: 4.802 / 6.849 eV
**E_HOMO (alpha / beta)**: -3.8 / -8.6 eV
**Relative energy (zero: lowest compared OMol25 entry of this formula, charge and spin)**: 2.3501 eV
**2S+1**: 3
**Energy**: -20198.676 eV

=====

Entry 4:
The following is a quantum chemistry calculation of a single C4H12N2S molecule at a distorted geometry, from the Open Molecules 2025 dataset.

```
19
Properties=species:S:1:pos:R:3:forces:R:3:nbo_charge:R:1
N 1.179 1.807 -0.172 -1.5 -1.8 3.4 -0.833
C 0.497 0.429 0.099 0.5 1.4 0.2 -0.072
C -0.868 0.583 0.780 1.3 0.1 2.7 -0.411
C -1.699 -0.689 0.958 -0.6 0.8 -1.9 -0.536
S -1.275 -2.209 1.857 1.7 0.0 -2.4 -0.003
C 0.354 -0.113 -1.302 4.1 2.8 -0.6 -0.233
N 1.831 -0.354 -1.939 -2.7 -2.1 0.4 -0.856
H 1.939 1.803 0.518 -0.1 0.6 -0.8 0.356
H 1.503 1.714 -1.087 1.2 0.3 -1.5 0.359
H 1.158 -0.176 0.777 -0.5 0.2 -0.9 0.186
H -0.803 0.977 1.836 0.6 0.2 -1.1 0.203
H -1.406 1.333 0.231 -0.7 0.2 -0.4 0.221
H -2.681 -0.313 1.220 -0.3 -0.4 0.6 0.225
H -1.849 -0.943 -0.068 -0.3 -1.1 -0.8 0.203
H -1.940 -1.836 2.839 -1.5 0.6 2.8 0.103
H -0.005 -1.040 -1.334 -2.3 -3.4 -0.2 0.183
H -0.181 0.648 -1.910 0.2 -0.7 0.2 0.197
H 1.744 -1.435 -2.119 1.0 2.8 0.5 0.356
H 2.503 -0.187 -1.184 -0.2 -0.5 -0.3 0.351
```
Forces are in eV/Å.

Results
**Kohn-Sham gap**: 10.069 eV
**E_HOMO**: -9.3 eV
**Relative energy (zero: lowest compared OMol25 entry of this formula, charge and spin)**: 1.7660 eV
**2S+1**: 1
**Energy**: -18156.253 eV

=====

Entry 5:
The following is a quantum chemistry calculation of 2 unconnected molecules or ions with the total composition C4H12N2S at a distorted geometry, from the Open Molecules 2025 dataset.

```
19
Properties=species:S:1:pos:R:3:forces:R:3:nbo_charge:R:1
C 2.378 1.198 -1.222 0.3 0.6 -0.4 -0.609
C 1.401 0.188 -0.682 -0.2 -0.6 1.2 -0.414
C 1.397 0.221 0.868 0.0 0.4 -0.4 -0.506
S 0.742 -1.342 1.522 0.0 0.1 0.1 -0.058
H 2.225 1.390 -2.285 0.0 -0.1 0.0 0.217
H 3.424 0.913 -1.091 -0.1 -0.2 0.1 0.208
H 2.279 2.171 -0.728 -0.2 -0.1 0.0 0.206
H 0.380 0.384 -1.002 0.0 0.1 -0.2 0.216
H 1.620 -0.845 -0.972 0.2 0.2 -0.3 0.203
H 0.804 1.086 1.178 -0.1 -0.2 0.2 0.204
H 2.400 0.382 1.254 0.2 -0.1 0.0 0.210
H 0.806 -1.038 2.828 0.0 0.0 -0.1 0.127
N -3.803 -0.923 -0.437 -0.3 0.1 -0.6 -0.864
C -2.522 -0.574 0.086 -0.4 -0.8 0.9 0.270
N -2.147 0.617 0.201 -0.3 0.3 0.1 -0.611
H -4.253 -1.468 0.292 -0.1 0.1 0.1 0.363
H -3.757 -1.592 -1.201 0.3 0.2 -0.2 0.366
H -2.021 -1.431 0.554 0.5 0.3 0.0 0.132
H -1.353 0.662 0.835 0.4 -0.1 -0.4 0.340
```
Forces are in eV/Å.

Results
**Kohn-Sham gap**: 9.939 eV
**E_HOMO**: -9.3 eV
**Relative energy (zero: lowest compared OMol25 entry of this formula, charge and spin)**: 0.8363 eV
**2S+1**: 1
**Energy**: -18157.182 eV

=====

Entry 6:
The following is a quantum chemistry calculation of 2 unconnected molecules or ions with the total composition C4H12N2S2 at a distorted geometry, from the Open Molecules 2025 dataset.

```
20
Properties=species:S:1:pos:R:3:forces:R:3:nbo_charge:R:1
N -3.194 1.600 -1.099 -0.5 0.1 -2.4 -0.831
C -2.028 1.828 -0.297 -1.2 0.8 1.6 -0.233
C -1.882 0.565 0.596 2.2 2.3 -0.5 -0.570
S -1.584 -0.891 -0.404 -0.4 -1.1 1.1 0.042
S 0.350 -0.761 -1.108 -2.7 0.4 -3.3 0.147
C 1.454 -0.385 0.062 4.6 -0.4 -1.6 -0.416
C 2.090 -1.537 0.744 1.2 -1.0 2.6 -0.306
N 3.638 -1.634 0.760 -1.7 1.4 -1.3 -0.814
H -2.918 1.247 -2.018 0.0 0.4 0.1 0.358
H -3.757 0.828 -0.778 -0.2 0.0 0.6 0.346
H -1.184 2.174 -0.904 0.0 -0.7 0.1 0.206
H -2.302 2.730 0.338 0.7 -1.0 -0.2 0.182
H -1.081 0.770 1.332 -0.3 -0.6 -0.1 0.213
H -2.808 0.495 1.127 -0.5 -0.5 0.3 0.231
H 1.492 0.573 0.536 0.0 0.6 0.1 0.219
H 2.518 -0.334 -1.394 -1.7 0.3 3.1 0.097
H 1.691 -2.457 0.294 0.1 0.3 0.4 0.206
H 1.766 -1.482 1.853 0.4 -0.3 -1.5 0.207
H 3.912 -0.833 0.126 0.0 -1.3 0.9 0.355
H 3.827 -2.494 0.234 0.2 0.5 0.2 0.359
```
Forces are in eV/Å.

Results
**Kohn-Sham gap**: 7.662 eV
**E_HOMO**: -8.2 eV
**Relative energy (zero: lowest compared OMol25 entry of this formula, charge and spin)**: 4.1322 eV
**2S+1**: 1
**Energy**: -28989.218 eV

=====

Entry 7:
The following is a quantum chemistry calculation of a gas-phase ion, C4H12N3 (charge +1) at a distorted geometry, from the Open Molecules 2025 dataset.

```
19
Properties=species:S:1:pos:R:3:forces:R:3:nbo_charge:R:1
C -1.674 0.247 -0.529 -1.0 0.2 0.1 -0.196
C -0.421 0.994 -0.084 -0.2 -0.3 -0.5 -0.477
C 0.713 0.060 0.169 0.1 -0.3 0.3 0.094
C 1.292 -0.777 -0.682 0.5 -0.3 -0.3 0.026
N 2.318 -1.671 -0.339 -0.2 0.6 1.0 -0.886
N 1.152 -0.054 1.593 -0.2 -0.4 0.0 -0.688
N -2.844 1.125 -0.398 0.5 -0.5 0.2 -0.842
H -1.551 -0.143 -1.545 0.2 0.0 0.0 0.185
H -1.870 -0.612 0.117 0.3 -0.2 0.0 0.180
H -0.125 1.676 -0.880 0.0 0.2 0.1 0.250
H -0.708 1.572 0.793 0.3 0.1 0.2 0.229
H 1.010 -0.791 -1.725 -0.2 0.5 -0.1 0.222
H 2.056 -2.501 0.163 0.1 -0.3 -0.3 0.399
H 3.083 -1.745 -0.984 -0.1 -0.4 -0.2 0.416
H 1.735 -0.887 1.718 0.2 0.0 -0.2 0.453
H 1.701 0.737 1.935 -0.2 0.2 -0.1 0.446
H 0.322 -0.184 2.178 0.1 0.2 0.2 0.443
H -3.583 0.853 -1.032 0.0 0.3 0.0 0.382
H -2.608 2.102 -0.469 -0.2 0.1 -0.4 0.364
```
Forces are in eV/Å.

Results
**Kohn-Sham gap**: 8.961 eV
**E_HOMO**: -12.5 eV
**Net charge**: +1
**Relative energy (zero: lowest compared OMol25 entry of this formula, charge and spin)**: 2.0818 eV
**2S+1**: 1
**Energy**: -8805.652 eV

=====

Entry 8:
The following is a quantum chemistry calculation of a gas-phase ion, C4H12N3 (charge +1) at a distorted geometry, from the Open Molecules 2025 dataset.

```
19
Properties=species:S:1:pos:R:3:forces:R:3:nbo_charge:R:1
C -1.984 -0.530 0.151 1.1 0.9 1.4 -0.227
C -0.699 -0.035 -0.589 -3.3 -3.3 -2.2 -0.553
C 0.604 -0.348 -0.016 1.1 6.8 3.5 0.670
C 1.669 0.463 -0.624 1.6 0.1 -3.4 -0.384
N 3.041 0.012 -0.605 -0.7 -3.5 0.8 -0.772
N 0.785 -0.169 1.491 0.9 -3.2 -0.3 -0.850
N -3.228 0.085 -0.286 0.3 0.7 1.5 -0.839
H -1.996 -1.602 0.273 0.1 -0.5 -0.5 0.205
H -1.749 -0.183 1.178 -0.6 -0.2 -0.2 0.209
H -0.958 -0.113 -1.729 1.4 -0.2 1.8 0.314
H -0.618 1.049 -0.514 0.2 0.7 0.3 0.354
H 1.717 1.440 -0.160 -1.0 0.4 0.3 0.290
H 1.477 0.606 -1.698 -0.5 0.3 0.2 0.229
H 3.755 0.556 -0.192 0.4 1.1 0.6 0.393
H 2.992 -0.882 -0.085 1.1 0.5 -0.6 0.351
H 1.295 0.702 1.820 -0.4 -1.0 -1.6 0.419
H 1.468 -0.931 1.820 -1.8 0.9 -0.1 0.419
H -3.864 -0.476 -0.831 0.2 -0.3 -0.1 0.386
H -3.707 0.355 0.596 0.1 -0.1 -1.3 0.385
```
Forces are in eV/Å.

Results
**Kohn-Sham gap**: 5.783 eV
**E_HOMO**: -13.4 eV
**Net charge**: +1
**Relative energy (zero: lowest compared OMol25 entry of this formula, charge and spin)**: 6.2035 eV
**2S+1**: 1
**Energy**: -8801.531 eV

=====

Entry 9:
The following is a quantum chemistry calculation of 2 unconnected molecules or ions with the total composition C4H12N3 at a distorted geometry, from the Open Molecules 2025 dataset.

```
19
Properties=species:S:1:pos:R:3:forces:R:3:nbo_charge:R:1
N -0.991 -0.801 0.307 0.6 -1.1 -0.3 -0.738
C -1.624 -0.177 -0.914 1.5 1.0 -1.3 -0.065
N -2.548 -0.960 -1.607 -0.9 -0.8 0.7 -0.794
H -1.723 -0.957 0.991 0.1 -0.4 0.3 0.423
H -0.512 -1.689 0.046 -0.9 0.4 0.3 0.422
H -2.087 0.744 -0.600 -0.1 0.3 0.3 0.214
H -0.792 0.103 -1.608 -0.5 -0.3 0.7 0.214
H -2.175 -1.820 -1.991 -0.1 0.1 -0.1 0.379
H -3.362 -1.160 -1.019 0.1 0.0 -0.6 0.373
C 2.113 0.566 0.283 1.9 -0.5 1.0 -0.066
C 2.577 -0.682 0.039 -1.6 0.3 -1.3 -0.340
C 0.753 2.063 1.396 1.0 -0.3 -0.8 0.030
N 0.955 0.852 1.043 -0.5 0.1 -0.3 -0.501
H 2.797 1.420 0.254 0.0 -0.3 -0.3 0.196
H 1.860 -1.515 -0.126 0.5 0.4 1.0 0.173
H 3.572 -0.937 -0.333 -0.3 0.6 0.1 0.241
H -0.023 2.318 2.090 -0.5 0.0 0.1 0.200
H 1.396 2.866 0.995 -0.2 -0.2 0.5 0.181
H -0.186 -0.235 0.753 -0.3 0.6 0.1 0.457
```
Forces are in eV/Å.

Results
**Kohn-Sham gap**: 9.877 eV
**E_HOMO**: -13.5 eV
**Net charge**: +1
**Relative energy (zero: lowest compared OMol25 entry of this formula, charge and spin)**: 2.7972 eV
**2S+1**: 1
**Energy**: -8804.937 eV

=====

Entry 10:
The following is a quantum chemistry calculation of a gas-phase ion, C4H12N3 (charge +1) at a distorted geometry, from the Open Molecules 2025 dataset.

```
19
Properties=species:S:1:pos:R:3:forces:R:3:nbo_charge:R:1
C 0.312 1.887 -0.389 -2.0 -2.7 1.1 0.027
C -0.817 -0.213 -0.424 2.0 0.2 2.0 -0.038
C 0.857 -0.548 0.382 -3.9 -0.7 -2.8 0.100
C -1.979 -0.905 0.272 2.5 -0.1 2.3 -0.655
N -0.944 1.245 -0.281 1.7 -0.9 -0.6 -0.575
N 1.561 -1.497 -0.424 -1.5 -0.4 3.1 -0.825
N 1.385 0.789 0.583 0.4 -1.1 -3.4 -0.615
H 0.702 1.657 -1.361 0.6 0.4 -0.3 0.214
H 0.481 2.824 0.083 -0.2 0.8 -0.1 0.236
H -0.685 -0.677 -1.411 0.1 0.9 0.0 0.214
H 0.599 -0.981 1.297 -0.4 -0.4 1.6 0.189
H -2.847 -0.517 -0.122 -2.2 0.8 -0.5 0.236
H -1.961 -0.971 1.421 0.0 0.8 -1.6 0.224
H -1.907 -1.913 0.010 -0.2 -1.8 -0.6 0.236
H -1.569 1.350 0.506 0.4 1.1 0.2 0.404
H 2.161 -1.066 -0.992 3.0 1.5 -3.2 0.358
H 1.038 -2.232 -0.867 -0.3 0.1 0.1 0.402
H 2.340 0.850 0.167 -0.7 0.3 1.2 0.437
H 1.271 0.918 1.549 0.7 1.1 1.6 0.432
```
Forces are in eV/Å.

Results
**Kohn-Sham gap**: 9.836 eV
**E_HOMO**: -13.0 eV
**Net charge**: +1
**Relative energy (zero: lowest compared OMol25 entry of this formula, charge and spin)**: 3.3964 eV
**2S+1**: 1
**Energy**: -8804.338 eV